Below is C34H52IN6O2Si2Sn as an isolated structure, with properties calculated with ωB97M-V/def2-TZVPD.

The strongest force on any atom comes out at 0.0039 hartree/bohr. For the energy above the lowest of the compared OMol25 structures with the same formula, charge and spin, the calculation gives 0.000 eV. The total energy is -2896.847407 hartree. As for the net charge: -1. Its spin multiplicity is 1. As for the LUMO energy: 2.28 eV. Its frontier orbital gap is 6.07 eV.

Last column: Löwdin charge in e.
Element x y z (Å)
Sn (0.35980, 0.19843, 0.12235)  0.90
C (-2.75464, 2.80597, 2.42293)  -0.18
C (-1.68343, 3.84336, 2.07971)  -0.24
N (-0.44308, 3.22871, 1.66242)  -0.07
C (0.60471, 3.12609, 2.65327)  -0.25
C (0.21443, 2.36417, 3.91279)  -0.25
N (-0.28624, 1.04148, 3.66103)  -0.08
C (-0.65537, 0.33955, 4.86380)  -0.24
C (-1.03048, -1.14593, 4.67321)  -0.17
C (-0.81129, -1.81285, 3.31355)  -0.24
N (-1.50505, -1.21335, 2.19175)  -0.10
C (-2.87619, -0.81155, 2.35163)  -0.22
C (-3.42420, -0.24180, 1.04897)  -0.21
N (-2.82307, 1.01373, 0.60721)  -0.03
C (-3.44681, 2.20388, 1.19287)  -0.21
H (-3.51227, 3.27048, 3.06399)  0.10
H (-2.27544, 1.99865, 2.97934)  0.08
H (-1.52766, 4.52242, 2.93365)  0.11
H (-2.05501, 4.47238, 1.26167)  0.11
H (-0.08393, 3.60926, 0.80199)  0.07
H (0.96363, 4.11518, 2.99586)  0.11
H (1.44913, 2.62228, 2.17738)  0.04
H (-0.56841, 2.92140, 4.44780)  0.11
H (1.09715, 2.37277, 4.58065)  0.11
H (0.28795, 0.51279, 3.01636)  0.02
H (-1.51766, 0.87445, 5.28569)  0.11
H (0.13359, 0.40783, 5.63663)  0.10
H (-2.07111, -1.28975, 4.97479)  0.09
H (-0.44080, -1.74168, 5.37426)  0.10
H (-1.09917, -2.86972, 3.45694)  0.11
H (0.25443, -1.82782, 3.05975)  0.10
H (-1.37402, -1.79200, 1.37102)  0.05
H (-2.93609, -0.05524, 3.14054)  0.10
H (-3.54690, -1.63832, 2.65855)  0.12
H (-4.51759, -0.13907, 1.15490)  0.11
H (-3.25991, -0.97644, 0.25835)  0.08
H (-2.93310, 1.05907, -0.39843)  0.06
H (-4.48996, 1.97158, 1.46025)  0.10
H (-3.49723, 2.96553, 0.40655)  0.11
C (0.97232, -5.14483, 1.19394)  -0.04
C (1.85389, -4.59793, 0.10649)  -0.27
N (2.43580, -5.44540, -0.69597)  0.10
C (3.25626, -4.98222, -1.67233)  -0.13
C (3.56025, -3.65847, -1.82623)  -0.19
C (4.46988, -3.23911, -2.94658)  -0.22
O (3.83390, -2.35620, -3.87223)  -0.07
C (2.93412, -2.70298, -0.98418)  -0.11
C (3.30074, -1.32378, -1.11008)  -0.07
N (2.65493, -0.30032, -0.67140)  -0.07
C (3.31108, 0.94529, -0.74711)  -0.40
C (3.47990, 1.59202, -1.96782)  -0.04
C (4.03263, 2.86008, -2.02918)  -0.08
C (4.43021, 3.50212, -0.86569)  -0.10
C (4.30285, 2.85581, 0.35518)  -0.16
C (3.75487, 1.58289, 0.41340)  -0.65
I (3.70353, 0.57687, 2.24393)  0.92
C (1.99032, -3.14419, -0.00465)  -0.36
O (1.32556, -2.38031, 0.73928)  -0.16
H (0.04484, -5.54439, 0.77695)  0.07
H (0.72043, -4.36149, 1.90596)  0.06
H (1.48280, -5.96557, 1.69899)  0.07
H (3.68819, -5.72857, -2.32989)  0.10
H (4.83475, -4.13416, -3.46126)  0.11
H (5.34591, -2.69650, -2.58105)  0.11
H (2.89157, -2.56498, -3.87759)  0.07
H (4.26599, -1.13197, -1.58811)  0.13
H (3.14449, 1.08242, -2.86118)  0.11
H (4.14066, 3.35051, -2.98832)  0.10
H (4.84722, 4.50012, -0.90274)  0.10
H (4.63491, 3.33623, 1.26585)  0.09
C (-0.52998, 3.52140, -1.83121)  -0.25
Si (-0.21919, 1.66551, -2.14905)  0.45
C (0.68563, 1.73589, -3.83548)  -0.23
C (-1.93715, 0.94161, -2.60112)  -0.34
C (-2.96893, 1.74244, -3.09762)  -0.12
C (-4.23182, 1.22644, -3.36488)  -0.11
C (-4.47806, -0.12157, -3.15353)  -0.11
C (-3.46147, -0.93660, -2.67074)  -0.11
C (-2.19314, -0.43268, -2.37740)  -0.34
Si (-0.82848, -1.47757, -1.55560)  0.44
C (0.27881, -2.09196, -2.97897)  -0.20
C (-1.64791, -3.08483, -0.95575)  -0.22
H (-0.88292, 4.05393, -2.72011)  0.02
H (0.40781, 3.99708, -1.52635)  0.02
H (-1.26410, 3.66348, -1.03402)  0.00
H (-0.02688, 2.06987, -4.59606)  0.02
H (1.10143, 0.78317, -4.16471)  0.00
H (1.49595, 2.46847, -3.80056)  0.00
H (-2.79333, 2.80092, -3.26371)  0.09
H (-5.02024, 1.87413, -3.73193)  0.09
H (-5.45972, -0.53500, -3.35568)  0.09
H (-3.66981, -1.98852, -2.50001)  0.09
H (-0.35272, -2.42239, -3.80940)  0.03
H (0.87970, -2.94153, -2.64683)  0.02
H (0.94688, -1.30941, -3.34255)  0.00
H (-2.00134, -3.67835, -1.80455)  0.03
H (-2.49353, -2.93669, -0.28083)  0.01
H (-0.89907, -3.67419, -0.42367)  0.00



Below is C15H37GaGeN3OS4SbSi as an isolated structure, with properties calculated with ωB97M-V/def2-TZVPD.

The strongest force on any atom comes out at 0.0112 hartree/bohr. For the energy above the lowest of the compared OMol25 structures with the same formula, charge and spin, the calculation gives 2.671 eV. The total energy is -6957.266786 hartree. As for the net charge: +1. Its spin multiplicity is 2. As for the LUMO energy (spin up / spin down): -3.39 / -3.88 eV. Its frontier orbital gap (spin up / spin down) is 6.22 / 7.03 eV.

Last column: Löwdin charge in e.
Element x y z (Å)
Ga (-0.17870, -0.25422, -0.88075)  0.66
S (2.75156, 2.14301, 4.14267)  -0.16
Sb (2.56916, 0.01728, 3.64037)  0.54
S (1.88556, 0.02674, 1.24349)  -0.16
S (0.10386, -0.27961, 2.27294)  -0.03
O (-1.89248, 1.85950, -1.59609)  -0.12
H (-1.83140, 2.63077, -1.02008)  0.04
H (-2.71414, 1.97022, -2.08790)  0.05
C (0.52258, -3.15980, -3.18641)  -0.22
Si (0.93989, -2.57249, -1.47690)  0.42
C (2.76785, -2.25757, -1.33698)  -0.23
C (0.28397, -3.71811, -0.16989)  -0.22
H (1.06301, -4.09197, -3.37700)  0.04
H (0.82076, -2.43454, -3.94315)  0.02
H (-0.54484, -3.35617, -3.29599)  0.03
H (3.32922, -3.10604, -1.73828)  0.04
H (3.05788, -2.10786, -0.29868)  -0.01
H (3.05174, -1.36783, -1.90340)  0.03
H (0.58969, -4.74802, -0.37439)  0.04
H (-0.80661, -3.69303, -0.13542)  0.03
H (0.66185, -3.43865, 0.81545)  0.03
C (-3.29118, 3.42634, 4.55516)  -0.12
C (-4.23382, 3.12153, 3.39577)  -0.27
C (-3.51840, 2.78245, 2.09000)  -0.28
C (-2.62660, 1.52707, 2.16692)  -0.34
Ge (-0.75586, 1.83854, 2.60538)  0.64
C (0.18741, 3.06656, 1.44414)  -0.37
C (0.00065, 4.52727, 1.87590)  -0.29
C (0.83030, 5.49091, 1.02681)  -0.26
C (0.27531, 5.67020, -0.38220)  -0.11
H (-3.84094, 3.80422, 5.41671)  0.08
H (-2.55365, 4.18428, 4.27558)  0.07
H (-2.75009, 2.53762, 4.88328)  0.05
H (-4.88209, 3.98251, 3.22062)  0.11
H (-4.88825, 2.28732, 3.66464)  0.11
H (-2.93672, 3.65504, 1.77468)  0.08
H (-4.27226, 2.62304, 1.31514)  0.11
H (-2.61669, 1.00896, 1.20383)  0.04
H (-3.02982, 0.81491, 2.89263)  0.07
H (-0.48166, 2.15142, 4.08065)  -0.02
H (-0.11520, 2.90387, 0.40594)  0.04
H (1.24425, 2.80148, 1.51021)  0.02
H (0.28926, 4.62543, 2.92597)  0.10
H (-1.05242, 4.81822, 1.81196)  0.09
H (1.85912, 5.12302, 0.97729)  0.11
H (0.86934, 6.46155, 1.52549)  0.11
H (0.27537, 4.72981, -0.94010)  0.06
H (0.86710, 6.38507, -0.95388)  0.07
H (-0.75126, 6.04303, -0.34936)  0.08
C (-3.82601, 0.12022, -4.17718)  -0.08
C (-2.67258, -0.62717, -4.85140)  -0.22
C (-1.34558, -0.05603, -4.45922)  -0.60
N (-0.75885, -0.28943, -3.34346)  -0.08
N (0.42876, 0.38947, -3.17021)  -0.08
C (0.69342, 1.16531, -4.18487)  -0.68
N (1.76323, 1.98849, -4.23168)  0.12
S (-0.46936, 1.06613, -5.45544)  1.15
H (-4.77915, -0.33666, -4.43792)  0.08
H (-3.85572, 1.16422, -4.49287)  0.08
H (-3.71791, 0.08196, -3.09239)  0.07
H (-2.77935, -0.58475, -5.93539)  0.11
H (-2.68261, -1.67742, -4.55932)  0.12
H (2.47909, 1.87151, -3.53502)  0.11
H (2.01594, 2.45043, -5.08617)  0.10



Below is CH3O3PbS as an isolated structure at a distorted geometry, with properties calculated with ωB97M-V/def2-TZVPD.

The strongest force on any atom comes out at 0.1179 hartree/bohr. The total energy is -856.423747 hartree. Its spin multiplicity is 2. As for the LUMO energy (spin up / spin down): -0.61 / -2.19 eV. Its frontier orbital gap (spin up / spin down) is 7.72 / 6.35 eV.

Last column: Löwdin charge in e.
Element x y z (Å)
S (2.90685, 1.44418, 0.07933)  0.81
O (3.14463, -0.10494, 0.31609)  -0.87
O (0.72548, 1.29230, -0.01533)  -0.59
C (-1.63069, -0.46167, -0.31371)  -0.23
O (-0.72411, 0.04481, 0.61966)  -0.57
Pb (1.21804, -0.40243, 1.03699)  1.22
H (-1.10284, -0.99175, -1.12623)  0.07
H (-2.31821, -1.17090, 0.17865)  0.08
H (-2.21915, 0.35039, -0.77545)  0.08



Below is one molecule with the formula C4H11N5, with properties calculated with ωB97M-V/def2-TZVPD.

The strongest force on any atom comes out at 0.0085 hartree/bohr. For the energy above the lowest of the compared OMol25 structures with the same formula, charge and spin, the calculation gives 1.240 eV. The total energy is -432.734671 hartree. Its spin multiplicity is 1. As for the LUMO energy: 0.97 eV. Its frontier orbital gap is 7.94 eV.

Last column: Löwdin charge in e.
Element x y z (Å)
C (-0.99116, -0.91688, -1.86453)  -0.15
N (-0.19742, -0.91598, -0.65132)  -0.05
C (0.84059, -0.03234, -0.55107)  -0.43
N (1.79600, 0.15161, -1.54107)  0.12
C (0.70656, 0.61207, 0.64678)  -0.28
N (1.65222, 1.17435, 1.53728)  0.05
C (-0.63530, 0.10493, 1.04670)  -0.40
N (-1.76141, 0.86399, 0.76402)  0.12
N (-0.75189, -0.70090, 2.14478)  0.15
H (-1.81261, -0.17782, -1.79643)  0.06
H (-0.41964, -0.66370, -2.76540)  0.06
H (-1.45330, -1.89508, -2.01689)  0.06
H (2.56366, 0.75485, -1.28532)  0.08
H (2.09328, -0.69044, -2.01249)  0.09
H (2.55927, 0.72704, 1.53804)  0.07
H (1.75249, 2.17903, 1.49433)  0.06
H (-1.61471, 1.49104, -0.01333)  0.09
H (-2.62933, 0.34798, 0.67593)  0.09
H (-1.66999, -1.01948, 2.41470)  0.10
H (-0.02730, -1.39429, 2.23528)  0.11